Molecular formula: C4H8N2O
Method: DFT, ωB97M-V/def2-TZVPD

As for the net charge: 0. Its electronic energy is -341.8859 a.u. Its relative energy (zero: lowest compared OMol25 entry of this formula, charge and spin) is 3.205 eV. Its structure (SMILES) is C[C@@]12CN1[C@@]2(N)O.

Structure (XYZ):
```
15
Properties=species:S:1:pos:R:3:mulliken_charge:R:1
C -1.34 -1.34 -0.07 -1.350
C -0.35 -0.29 -0.46 0.939
C -0.60 1.00 -1.10 -0.615
N -0.25 1.01 0.31 -0.703
C 0.89 0.03 0.23 0.615
N 2.15 0.27 -0.37 -0.576
O 0.97 -0.48 1.50 -0.586
H -2.35 -0.91 -0.01 0.338
H -1.34 -2.15 -0.80 0.310
H -1.08 -1.75 0.91 0.288
H 0.10 1.45 -1.80 0.171
H -1.64 1.24 -1.31 0.252
H 2.04 0.85 -1.20 0.240
H 2.75 0.76 0.28 0.276
H 0.18 0.02 1.82 0.399
```



Molecular formula: C4H8N2O
Method: DFT, ωB97M-V/def2-TZVPD

As for the net charge: 0. Its electronic energy is -341.8425 a.u. Its relative energy (zero: lowest compared OMol25 entry of this formula, charge and spin) is 4.384 eV.

Structure (XYZ):
```
15
Properties=species:S:1:pos:R:3:mulliken_charge:R:1
C -2.13 0.52 -0.05 -1.145
C -0.65 0.77 0.06 0.719
C 0.25 -0.29 -0.26 0.077
N -0.27 -1.55 -0.69 -0.489
C 1.60 -0.17 -0.04 0.182
O -0.25 1.90 0.46 -0.657
N 2.72 -0.50 -0.41 -0.511
H 1.05 1.58 1.06 0.163
H -0.35 -2.22 0.06 0.224
H 0.28 -1.95 -1.44 0.268
H 3.51 -0.48 0.22 0.295
H 1.73 1.04 1.23 -0.078
H -2.46 -0.15 0.75 0.262
H -2.66 1.47 0.04 0.355
H -2.37 0.03 -0.99 0.336
```



| no. | frontier orbital gap (eV) |
| --- | --- |
| 1 | 10.26 |
| 2 | 9.11 |